# 1
{
  "formula": "C20H16ClN4OP",
  "method": "wB97M-V/def2-TZVPD",
  "species": ["C", "H", "N", "C", "H", "C", "H", "H", "C", "H", "N", "C", "C", "Cl", "C", "C", "H", "H", "C", "C", "C", "H", "P", "H", "H", "O", "C", "H", "H", "C", "H", "H", "C", "C", "C", "N", "C", "N", "C", "H", "H", "C", "C"],
  "coordinates": [[-1.52129, -0.72121, 0.06601], [5.12445, -4.78234, -1.30792], [-1.29381, -2.51616, 1.38826], [-4.86098, 2.78109, -0.81679], [4.57971, -3.34012, -3.22902], [2.03348, 2.87952, 0.28562], [-3.47281, 1.90499, -2.17502], [-2.93790, 0.83746, 1.97230], [-3.49526, 1.33883, 1.19936], [1.85166, 1.39328, 3.33292], [-1.96103, -1.33297, 1.21222], [1.68739, 1.82273, -0.53696], [3.69780, -3.83284, 0.01387], [-6.70568, 3.82134, 0.90122], [2.68051, -2.82854, 0.09313], [2.12682, 2.79426, 1.66321], [-2.92877, -1.22221, 1.40775], [2.75502, -1.66662, -3.13893], [4.36478, -4.03218, -1.19873], [-3.75246, 2.01563, -1.10926], [-1.94446, 0.42665, -0.58370], [2.15122, 3.79707, -0.25336], [0.96271, -0.82150, -0.99916], [1.41044, -0.49328, 1.98013], [-1.48111, 0.66531, -1.55271], [0.69019, -0.29650, -2.36656], [3.04446, -2.28210, -2.24268], [-4.94939, 2.30328, 2.53299], [3.97559, -4.34454, 0.91636], [2.33349, -2.09023, -1.05562], [-5.36718, 3.25654, -1.62967], [2.31618, 3.68111, 2.27366], [-3.06092, 1.27889, -0.13628], [-5.31157, 2.81900, 0.52186], [1.84522, 1.56332, 2.26588], [-0.50908, -1.52523, -0.35635], [-4.59099, 2.15698, 1.52193], [-0.41356, -2.61687, 0.45870], [1.45226, 0.61006, 0.07465], [2.27106, -2.61959, 1.06190], [1.55815, 1.98686, -1.60408], [4.07187, -3.22595, -2.30404], [1.57378, 0.45679, 1.45289]],
  "orbital_gap_ev": 7.713,
  "energy_ha": -1867.51658,
  "lumo_energy_ev": 0.26,
  "homo_energy_ev": -7.5,
  "smiles": "O=P(c1ccccc1)(c1ccccc1)N1N=NN/C1=C\\c1ccc(Cl)cc1",
  "max_force_ev_per_a": 3.57,
  "molar_mass_g_mol": 394.802
}

***

# 2
{
  "formula": "C20H16F4N6S2",
  "method": "wB97M-V/def2-TZVPD",
  "species": ["F", "H", "C", "C", "H", "N", "C", "C", "C", "H", "C", "N", "C", "H", "F", "C", "C", "H", "N", "S", "F", "N", "C", "S", "C", "C", "C", "F", "H", "C", "C", "H", "N", "H", "N", "H", "C", "H", "C", "C", "H", "C", "H", "H", "H", "C", "H", "H"],
  "coordinates": [[2.70597, 1.20289, 1.62652], [0.97841, -4.33791, -3.80753], [2.33519, 0.44117, 2.72047], [-1.82994, 3.41331, 0.96143], [2.13864, -5.00428, -5.96453], [-1.18002, 1.96373, -1.95205], [1.40233, 2.34406, 5.68291], [1.79895, -4.00217, -5.78348], [-2.41416, -0.78726, 0.12433], [1.96982, -1.12374, -7.39476], [1.68249, -1.76272, -6.56412], [0.41056, 2.68697, 4.96173], [-1.50241, 1.53031, -0.68838], [0.54116, 2.04481, 7.53505], [3.41287, -0.35958, 3.13784], [1.49887, 2.51010, 7.18642], [0.53021, -1.85222, -2.95195], [2.21299, 1.88999, 7.56491], [-0.54202, 1.60884, 1.59108], [-1.29494, -1.73714, -2.92576], [2.30588, -3.57288, -8.05520], [0.55998, 2.20241, 3.69164], [1.73771, 1.41798, 3.71660], [-1.24708, 3.97862, 2.59455], [1.01092, -2.25467, -4.27506], [1.93583, -3.15433, -6.82085], [-0.33072, 2.44323, 2.63889], [1.43356, -0.49972, 2.37344], [1.60559, 3.54519, 7.47090], [1.18190, -3.59605, -4.59367], [2.35054, 1.67801, 4.92351], [-4.15170, -1.47061, 2.11554], [-1.74242, 0.13146, -0.81127], [-5.44642, -0.44331, 1.51315], [-1.33010, 0.91904, -2.77391], [0.56680, -2.70249, -2.29221], [-1.37122, 2.20116, 0.61337], [1.21164, -0.29471, -4.96542], [-3.82674, -0.63497, 0.20449], [1.26394, -1.30531, -5.31029], [1.10514, -0.92027, -2.53526], [-1.45224, -0.17496, -2.15555], [3.20006, 1.11093, 5.33780], [-2.18348, -0.62465, 1.16060], [-2.04053, -1.82009, -0.03085], [-4.53536, -0.89951, 1.35614], [-2.36143, 3.99621, 0.24577], [-4.30503, 0.07515, -0.39697]],
  "orbital_gap_ev": 8.666,
  "energy_ha": -2295.95186,
  "lumo_energy_ev": -0.29,
  "homo_energy_ev": -9.0,
  "smiles": "C=CCn1c(SCc2ccc(F)cc2)nnc1-c1csc(-n2nc(C)cc2C(F)(F)F)n1",
  "max_force_ev_per_a": 5.17,
  "molar_mass_g_mol": 480.516
}

***

# 3
{
  "formula": "C20H16N2O2",
  "method": "wB97M-V/def2-TZVPD",
  "species": ["H", "C", "C", "C", "H", "C", "H", "C", "C", "O", "C", "H", "H", "H", "H", "N", "H", "C", "H", "C", "H", "C", "H", "H", "H", "C", "C", "O", "C", "C", "C", "C", "C", "C", "C", "H", "C", "H", "H", "N"],
  "coordinates": [[-1.23175, 4.95017, 5.63741], [-0.71023, 1.41037, 1.44702], [-1.29486, 4.45156, 4.68154], [2.17918, -2.19296, -4.45720], [0.84542, -1.22594, 1.42884], [2.00266, -3.44766, -5.01889], [0.69507, 0.87078, 4.47127], [0.78870, -2.75073, -0.99441], [-0.59899, -0.61673, -1.43243], [-0.97065, 0.44563, -0.71117], [0.54826, 0.51917, 3.45184], [-1.14693, -1.76758, -3.13590], [1.30536, -5.44823, -4.70809], [1.52456, 0.41471, 2.97343], [2.31661, -3.63186, -6.03568], [-1.44151, 2.44453, 1.10961], [0.60955, -5.02082, -2.36884], [1.76962, -1.94865, -3.15962], [2.63908, -1.40383, -5.03375], [-0.42641, 0.33999, 0.52794], [-0.08509, 2.79805, 5.31358], [1.18855, -2.96765, -2.40959], [-2.51697, 5.99165, 3.84102], [1.92064, -0.97605, -2.71484], [-2.70826, 4.91036, 1.61442], [1.04106, -4.23381, -2.96934], [0.29297, -0.82366, 0.60739], [0.95226, -3.60551, -0.14617], [-0.75820, 2.64159, 3.26364], [-1.14149, -0.73144, -2.81068], [0.19805, -1.44560, -0.66867], [-0.64896, 3.24483, 4.50754], [-2.14377, 4.45717, 2.41297], [1.43401, -4.46798, -4.27368], [-1.49944, 3.23918, 2.21441], [-0.54009, -0.15202, -3.51111], [-2.02978, 5.04642, 3.65254], [0.05739, -0.45562, 3.48447], [-2.15340, -0.33218, -2.82882], [-0.26222, 1.47035, 2.74799]],
  "orbital_gap_ev": 8.062,
  "energy_ha": -1031.74242,
  "lumo_energy_ev": 0.20,
  "homo_energy_ev": -7.9,
  "smiles": "Cc1oc(-c2nc3ccccc3n2C)cc1C(=O)c1ccccc1",
  "max_force_ev_per_a": 1.31,
  "molar_mass_g_mol": 316.360
}

***

# 4
{
  "formula": "C20H16N4O3",
  "method": "wB97M-V/def2-TZVPD",
  "species": ["H", "C", "H", "H", "H", "N", "C", "H", "O", "C", "C", "N", "H", "C", "C", "C", "N", "C", "H", "C", "C", "H", "H", "C", "C", "H", "C", "N", "C", "C", "C", "C", "H", "H", "C", "O", "H", "C", "O", "C", "H", "H", "H"],
  "coordinates": [[-2.40528, -1.53417, -5.32229], [3.71342, -2.63692, -0.72011], [0.68807, 3.36901, 0.00962], [1.61122, -2.65335, -3.36878], [-1.29940, -0.16696, 2.79859], [-2.30424, -0.83091, -2.02197], [1.59031, -1.65939, -0.15003], [-1.71511, -1.39356, 0.83857], [0.86259, 3.82381, 2.53725], [0.24445, 2.58487, 0.60125], [-0.87192, 0.46455, 0.78225], [-3.94378, -0.76298, -4.21808], [0.09492, 2.98573, 5.69771], [0.26191, 2.71376, 1.98320], [-0.86979, 0.59516, 2.16654], [-0.21323, -1.51232, -1.87566], [-1.46625, -0.64845, 0.20314], [-0.08610, 3.09247, 4.62708], [-0.94755, 3.75431, 4.46204], [3.25495, -2.86230, -2.01666], [1.97891, -2.48769, -2.36900], [-5.37281, 0.01561, -2.95937], [-3.87961, -0.02788, -0.91377], [-0.32091, 1.71708, 2.76905], [-2.72386, -1.20639, -4.34414], [5.16994, -2.80090, 0.51394], [-1.28000, -0.98953, -1.13601], [-0.58200, -1.67209, -3.16834], [1.12367, -1.88174, -1.44383], [-3.57025, -0.36446, -1.89090], [2.87145, -2.03261, 0.20635], [-1.83195, -1.26675, -3.26163], [3.22386, -1.85079, 1.21371], [3.91863, -3.33010, -2.72621], [-0.32241, 1.48075, 0.00063], [4.97902, -3.01871, -0.40651], [1.38306, 4.66230, 4.29105], [-4.35677, -0.34586, -3.00405], [-0.37165, 1.80096, 4.13833], [1.13354, 3.67088, 3.91017], [1.98851, 2.99456, 4.05348], [-0.32440, 1.39311, -1.07449], [0.96682, -1.18212, 0.58789]],
  "orbital_gap_ev": 8.200,
  "energy_ha": -1216.48627,
  "lumo_energy_ev": 0.39,
  "homo_energy_ev": -7.8,
  "smiles": "Oc1ccc(-c2nc3cnccn3c2Nc2ccc3c(c2)OCCO3)cc1",
  "max_force_ev_per_a": 0.97,
  "molar_mass_g_mol": 360.373
}